Here is the ion C8H17N3O with charge +2 at a distorted geometry from the OMol25 dataset. Energies are from wB97M-V/def2-TZVPD.

Last column: Mulliken charge in e.
Cartesian coordinates (Å):
C1 0.088 1.415 0.727  0.0524
C2 1.623 -0.261 0.098  -0.1398
C3 -1.525 -0.392 -0.788  -0.0565
C4 -1.296 1.142 1.186  -0.8641
C5 -2.998 1.571 -0.624  -0.8633
C6 3.130 -1.977 -0.573  -0.8852
C7 3.811 0.369 -0.227  -1.0645
C8 -3.424 -1.851 -0.562  -0.6884
N1 1.107 0.682 0.734  0.0263
N2 -2.239 0.598 0.193  0.0100
N3 2.976 -0.706 0.333  0.1198
O1 -2.090 -1.450 -1.025  -0.0312
H1 0.302 2.346 0.058  0.3087
H2 -1.201 0.433 2.002  0.3796
H3 -1.736 2.003 1.625  0.4451
H4 -3.684 2.216 0.079  0.3651
H5 -2.337 2.360 -1.013  0.3853
H6 -3.510 1.103 -1.403  0.3860
H7 2.564 -2.862 -0.328  0.3456
H8 2.829 -1.580 -1.502  0.4190
H9 4.177 -2.178 -0.858  0.3716
H10 4.839 0.302 0.137  0.3770
H11 3.704 0.535 -1.243  0.4063
H12 3.620 1.217 0.337  0.4779
H13 -3.346 -2.297 0.472  0.3388
H14 -3.719 -2.582 -1.216  0.2757
H15 -4.093 -0.959 -0.650  0.3564
H16 -2.893 -0.085 0.545  0.4002
H17 3.333 -1.034 1.203  0.3464

Cartesian forces, eV/Å:
0.26 3.54 -2.85
-0.37 -0.05 0.32
3.61 2.07 -0.85
0.61 -1.03 1.66
-0.06 3.67 2.51
1.39 1.05 -0.88
2.20 -0.07 2.43
-0.18 1.64 2.42
-0.53 -1.86 -0.31
-0.80 -1.71 -1.29
0.58 -2.51 -2.19
-1.25 -0.92 0.21
-0.79 -1.24 1.51
-0.26 -0.36 0.11
-0.44 0.95 0.18
0.90 -1.70 -1.28
0.14 -0.71 -0.16
-0.94 -0.75 -1.14
-0.19 0.17 0.71
-1.14 0.13 -1.16
-0.08 -0.06 1.32
0.27 -1.10 -0.81
-0.29 -0.07 -1.90
-1.25 2.00 0.65
-0.08 0.68 -1.05
-0.79 -1.75 -1.64
0.28 -0.98 0.23
-0.69 0.57 1.60
-0.11 0.40 1.66

The value obtained for the HOMO energy (spin up / spin down) is -16.1 / -16.1 eV. For the energy above the lowest of the compared OMol25 structures with the same formula, charge and spin, the calculation gives 151.49 kcal/mol. As for the spin multiplicity: 1. As for the charge: +2.